No. 1
Molecular formula: C16H11Br3LiN2O2S2
Method: DFT, ωB97M-V/def2-TZVPD

HOMO level, eV: -4.4663
E, a.u.: -9402.44452

```
! wB97M-V def2-TZVPD RIJCOSX def2/J DEFGRID3
* xyz -1 1
Br 5.52 3.94 -0.37
Br 0.18 4.05 -2.17
Br 0.51 -5.68 -1.37
S -3.90 0.47 -0.87
S -2.97 -0.06 1.92
O -5.36 -0.45 1.14
O -0.06 1.63 -0.30
N -0.96 -1.33 -0.65
N 1.84 0.46 1.25
C 2.78 3.74 -1.09
C 0.34 -1.62 -0.64
C 2.17 1.53 0.50
C 4.45 1.42 1.32
C -0.09 -3.90 -1.08
C -4.15 -0.01 0.74
C -6.44 -0.43 0.21
C 2.75 -0.11 2.00
C 1.10 2.11 -0.31
C 4.08 0.34 2.07
C -1.44 -3.63 -1.09
C -1.83 -2.31 -0.87
C 3.49 2.06 0.50
C 3.76 3.18 -0.32
C 0.83 -2.90 -0.85
C 1.49 3.22 -1.08
Li -1.50 0.54 -0.05
H 2.43 -0.96 2.59
H 1.00 -0.78 -0.45
H 4.80 -0.16 2.71
H 1.89 -3.10 -0.84
H -7.29 -0.81 0.76
H -2.18 -4.40 -1.26
H -2.87 -2.01 -0.89
H 5.46 1.80 1.34
H 3.00 4.60 -1.71
H -6.23 -1.06 -0.65
H -6.63 0.59 -0.14
*
```

No. 2
Molecular formula: C39H93N3O9
Method: DFT, ωB97M-V/def2-TZVPD

HOMO level, eV: -7.7667
E, a.u.: -2382.88499

```
! wB97M-V def2-TZVPD RIJCOSX def2/J DEFGRID3
* xyz 0 1
O 0.77 -3.90 -3.89
O 3.50 2.78 -1.98
O 0.21 -5.81 0.20
O 0.53 -1.17 -1.07
O -3.65 -0.36 -0.27
O -1.49 -4.18 -1.74
O 0.69 2.99 6.11
O 2.83 0.21 -0.73
O -1.25 -1.72 -3.15
N -4.53 0.71 -0.11
N 0.99 1.66 5.79
N 2.45 2.47 -2.76
C 0.76 3.06 -1.06
C 0.05 0.73 6.57
C -6.27 3.10 -0.29
C -3.90 2.06 0.00
C 4.11 -0.21 -0.34
C -2.61 -3.88 -0.87
C 0.91 -6.03 1.47
C 0.51 -0.78 6.34
C 0.18 1.63 3.44
C -4.92 3.14 0.49
C 3.63 3.39 -4.82
C 4.03 -1.63 0.20
C 4.66 0.75 0.67
C -6.84 1.64 -0.19
C -1.43 0.88 6.17
C 1.28 3.41 -2.48
C 1.36 1.38 4.38
C 1.80 -3.61 -2.97
C 2.31 -4.93 -2.49
C 2.89 2.20 -4.16
C -5.88 0.50 -2.18
C 1.60 -4.83 2.04
C 0.83 -1.11 4.92
C -6.49 -0.77 -0.14
C 0.16 -1.40 0.25
C -3.35 2.53 -1.34
C 1.89 -0.04 4.32
C 1.63 1.92 -5.05
C 1.61 4.94 -2.74
C 0.49 2.93 -4.93
C -5.89 0.53 -0.61
C 1.89 -7.13 1.09
C 3.63 0.88 -4.12
C 2.93 -2.81 -3.67
C -2.74 2.07 1.10
C 0.22 0.94 8.12
C 0.05 3.04 -3.42
C -1.87 -0.47 -3.38
C 2.50 2.34 3.94
H -0.64 -0.67 0.41
H -1.87 1.50 0.76
H 0.65 1.34 2.51
H -7.56 -0.91 -0.29
H -2.95 -4.75 -0.31
H 0.98 5.54 -2.08
H -7.06 3.76 0.09
H 4.24 3.11 -5.68
H -6.17 3.34 -1.35
H 2.19 -5.10 2.91
H 3.29 2.49 4.68
H 1.42 3.18 6.69
H -6.86 0.26 -2.59
H -0.45 2.12 -3.13
H 2.94 4.18 -5.12
H -5.06 3.01 1.57
H 3.54 -2.32 -0.49
H 1.28 -3.13 -2.14
H 1.26 0.92 -4.88
H 1.34 3.60 -0.31
H -7.24 1.56 0.81
H -0.26 -6.61 -0.05
H 1.46 -1.04 6.81
H 5.02 -2.00 0.46
H 2.15 3.35 3.73
H 1.26 -0.58 -0.89
H 4.66 -0.28 -1.28
H 1.61 5.28 -3.77
H 4.23 3.84 -4.04
H -3.45 -3.58 -1.49
H -1.84 0.15 5.47
H -0.28 3.32 -0.88
H -7.71 1.52 -0.83
H -5.95 -1.60 -0.58
H 2.95 2.09 2.98
H -0.56 3.95 -3.46
H 2.61 5.04 -2.30
H -0.18 -2.37 0.59
H 2.51 -2.00 -4.28
H 2.29 -7.03 0.07
H -4.08 3.09 -1.94
H 3.46 -3.49 -4.33
H 1.19 -4.41 -4.58
H 3.73 3.64 -2.35
H -0.43 0.25 8.67
H 2.92 -4.79 -1.59
H -1.58 1.94 5.95
H 3.44 -1.70 1.12
H 1.93 1.83 -6.10
H -5.57 1.48 -2.56
H 3.60 0.41 -5.11
H 2.17 -4.22 1.34
H -0.64 -1.58 -2.42
H -0.01 1.95 8.44
H -2.91 -0.53 -3.70
H -0.05 -0.94 4.29
H -2.06 0.86 7.07
H 1.01 -1.26 0.92
H 4.05 0.70 1.57
H 4.72 1.80 0.36
H -0.69 0.98 3.57
H -1.73 0.13 -2.48
H -0.20 2.65 3.36
H 2.10 -0.30 3.28
H -5.16 -0.19 -2.62
H 1.61 -5.69 -2.16
H 0.83 1.99 -0.82
H 2.88 1.05 -1.19
H 0.24 -6.43 2.22
H 2.66 -7.34 1.83
H 5.68 0.45 0.89
H -2.30 -3.09 -0.19
H -0.73 -4.46 -1.22
H 0.81 -4.18 2.42
H -3.67 -0.91 0.52
H 1.19 -7.95 1.18
H 3.27 0.09 -3.45
H -3.02 1.61 2.05
H 4.68 0.97 -3.86
H 1.25 -2.10 4.76
H 2.88 -0.16 4.75
H 0.76 3.93 -5.27
H -2.47 3.10 1.32
H -0.30 2.63 -5.61
H -2.38 3.04 -1.34
H 3.72 -2.40 -3.04
H -1.33 0.07 -4.15
H 2.95 -5.41 -3.23
H 1.25 0.81 8.43
H -4.53 4.15 0.37
H -6.37 -0.80 0.94
H -0.27 -1.44 6.73
H -3.09 1.69 -1.99
*
```

No. 3
Molecular formula: CH2N3O4
Method: DFT, ωB97M-V/def2-TZVPD

HOMO level, eV: -3.5958
E, a.u.: -504.45351

```
! wB97M-V def2-TZVPD RIJCOSX def2/J DEFGRID3
* xyz -1 1
O 2.29 0.64 0.57
O -0.29 2.16 -0.37
O 0.25 -0.28 -1.06
O -1.91 -2.79 0.22
N -0.82 1.22 0.13
N -0.31 -1.40 -0.80
N -1.44 0.58 0.79
C -1.19 -1.90 -0.14
H 1.69 0.34 -0.12
H 1.73 1.40 0.78
*
```

No. 4
Molecular formula: C8H7NOS
Method: DFT, ωB97M-V/def2-TZVPD

HOMO level, eV: -8.8703
E, a.u.: -837.17387

```
! wB97M-V def2-TZVPD RIJCOSX def2/J DEFGRID3
* xyz 0 1
S 1.25 -2.00 0.01
O 0.80 2.99 -0.07
N -0.79 1.40 0.10
C 0.45 -0.49 0.09
C 0.56 1.81 0.09
C 2.67 0.11 0.02
C 1.29 0.60 0.15
C -0.96 -0.06 0.10
C -2.07 -0.66 -0.73
C 2.75 -1.25 0.02
C -2.22 -0.68 0.81
H -1.91 -1.54 -1.31
H -2.91 0.10 1.24
H 3.52 0.79 -0.30
H -2.56 0.11 -1.26
H -2.11 -1.51 1.33
H -1.49 1.92 -0.39
H 3.75 -1.64 0.13
*
```

No. 5
Molecular formula: C44H50BN10O8PS2Ta
Method: DFT, ωB97M-V/def2-TZVPD

HOMO level, eV: -16.0409
E, a.u.: -4074.49260

```
! wB97M-V def2-TZVPD RIJCOSX def2/J DEFGRID3
* xyz 3 1
Ta 17.71 -12.65 -13.20
S 18.44 -4.48 -10.77
S 14.01 -12.43 -5.60
P 19.85 -14.11 -12.43
O 14.53 -13.73 -5.15
O 12.64 -12.07 -5.35
O 13.61 -15.79 -9.16
O 18.66 -4.03 -9.42
O 21.84 -7.99 -10.19
O 19.36 -4.23 -11.86
O 21.50 -10.05 -9.48
O 14.21 -16.47 -11.17
N 18.55 -10.62 -12.09
N 17.75 -10.76 -15.76
N 15.87 -11.63 -13.71
N 18.30 -11.71 -14.88
N 16.70 -13.27 -11.15
N 15.48 -11.05 -14.98
N 14.31 -15.67 -10.18
N 19.12 -8.48 -11.54
N 21.20 -9.10 -10.19
N 15.45 -13.59 -9.38
C 20.58 -16.16 -14.30
C 16.02 -14.50 -11.36
C 16.98 -11.71 -9.16
C 16.42 -12.85 -9.90
C 22.63 -14.76 -12.06
C 15.20 -11.12 -4.95
C 14.88 -13.61 -7.97
C 19.88 -15.13 -8.40
C 18.30 -6.31 -10.71
C 20.31 -17.19 -15.17
C 19.66 -14.99 -10.80
C 18.70 -10.25 -16.52
C 23.97 -14.49 -12.19
C 15.27 -14.71 -10.27
C 15.98 -14.70 -14.77
C 21.63 -13.82 -12.48
C 18.32 -15.30 -14.60
C 17.26 -14.36 -14.38
C 23.47 -12.34 -13.10
C 15.69 -15.82 -15.51
C 16.81 -3.79 -11.35
C 19.07 -17.27 -15.83
C 15.13 -11.06 -3.45
C 19.32 -7.03 -11.59
C 14.28 -12.31 -7.41
C 18.93 -16.19 -10.74
C 24.40 -13.29 -12.73
C 18.21 -9.28 -12.21
C 19.14 -16.28 -8.31
C 19.68 -10.70 -11.30
C 20.05 -9.39 -11.05
C 22.09 -12.58 -12.96
C 13.68 -11.13 -13.61
C 17.02 -8.70 -12.87
C 19.61 -11.92 -15.27
C 16.73 -2.29 -11.55
C 16.73 -16.66 -15.92
C 14.80 -11.63 -12.92
C 14.16 -10.90 -14.93
C 18.70 -16.84 -9.52
C 19.89 -10.98 -16.32
C 18.03 -16.37 -15.52
C 19.56 -15.24 -13.90
C 20.07 -14.44 -9.59
B 16.34 -10.32 -16.06
H 16.12 -9.13 -16.05
H 18.49 -9.36 -17.23
H 20.16 -12.80 -14.94
H 20.29 -6.83 -11.12
H 18.80 -18.05 -16.51
H 16.67 -4.30 -12.30
H 16.14 -9.12 -12.30
H 24.69 -15.27 -11.87
H 15.53 -12.01 -3.04
H 20.90 -10.84 -16.81
H 15.89 -2.04 -12.24
H 18.58 -6.56 -9.68
H 16.27 -15.20 -12.13
H 16.54 -1.77 -10.56
H 16.85 -7.62 -13.06
H 14.92 -12.07 -11.89
H 13.75 -10.50 -15.90
H 15.81 -10.68 -17.09
H 18.17 -17.78 -9.56
H 12.65 -11.07 -13.18
H 18.56 -16.65 -11.66
H 17.85 -11.24 -9.58
H 15.69 -13.85 -7.25
H 16.21 -11.38 -5.28
H 17.02 -9.20 -13.84
H 14.07 -11.00 -3.10
H 18.96 -16.78 -7.31
H 14.96 -10.12 -5.36
H 14.64 -16.04 -15.83
H 25.45 -13.02 -12.74
H 15.74 -10.22 -3.06
H 20.08 -11.68 -11.00
H 20.35 -14.75 -7.46
H 21.36 -11.79 -13.09
H 16.48 -17.53 -16.52
H 16.04 -4.25 -10.72
H 21.57 -16.13 -13.83
H 21.09 -17.91 -15.36
H 20.63 -13.50 -9.59
H 17.33 -6.74 -10.92
H 15.14 -14.09 -14.34
H 14.79 -11.32 -7.71
H 19.38 -6.66 -12.69
H 22.36 -15.71 -11.61
H 13.26 -12.16 -7.84
H 16.24 -10.89 -9.06
H 17.62 -1.90 -12.10
H 17.21 -11.98 -8.16
H 23.67 -11.42 -13.63
H 14.12 -14.35 -8.06
*
```

No. 6
Molecular formula: C2H4NP
Method: DFT, ωB97M-V/def2-TZVPD

HOMO level, eV: -8.4499
E, a.u.: -474.54356

```
! wB97M-V def2-TZVPD RIJCOSX def2/J DEFGRID3
* xyz 0 1
P -0.26 -1.37 0.35
N 0.79 0.08 1.15
C -0.50 0.50 0.24
C 0.01 -0.28 -1.08
H -0.71 1.68 0.49
H 0.68 0.37 2.16
H 0.88 -0.66 -1.71
H -0.88 -0.32 -1.59
*
```

No. 7
Molecular formula: C20H25N3O4S
Method: DFT, ωB97M-V/def2-TZVPD

HOMO level, eV: -8.9897
E, a.u.: -1640.54973

```
! wB97M-V def2-TZVPD RIJCOSX def2/J DEFGRID3
* xyz 0 1
S -0.73 0.35 -1.29
O -1.64 0.49 -2.38
O 4.81 0.19 -3.31
O -2.99 -2.34 2.84
O -0.84 1.25 -0.17
N -3.41 3.83 3.25
N -0.94 -1.16 -0.66
N -2.62 -0.50 1.60
C -2.24 1.39 3.82
C 1.96 0.90 -1.10
C 1.23 -0.18 -3.12
C -2.44 3.74 4.14
C 3.57 0.30 -2.78
C -2.23 -3.19 -0.69
C -2.32 -1.74 2.02
C -3.26 1.47 2.87
C -0.21 -1.52 0.53
C 0.95 0.38 -1.89
C -3.73 0.25 2.14
C 3.27 0.87 -1.54
C -1.82 2.54 4.46
C -1.54 -3.63 0.60
C -1.32 -2.27 -1.50
C -1.08 -2.41 1.41
C 5.93 0.77 -2.67
C 2.54 -0.22 -3.57
C 5.99 2.29 -2.87
C -3.80 2.73 2.63
H -0.49 -2.77 2.26
H 0.71 -2.06 0.27
H 0.06 -0.59 1.04
H -0.43 -2.83 -1.83
H 1.70 1.34 -0.15
H 0.42 -0.56 -3.72
H -2.50 -4.07 -1.29
H -3.15 -2.65 -0.44
H 5.12 2.77 -2.43
H 2.79 -0.65 -4.52
H -4.25 -0.43 2.83
H -0.67 -4.25 0.35
H 4.04 1.28 -0.91
H -1.79 0.43 4.04
H -1.83 -1.86 -2.36
H 5.94 0.52 -1.60
H -4.59 2.86 1.90
H -2.22 -4.23 1.21
H -1.04 2.51 5.20
H 6.89 2.68 -2.40
H -2.16 4.66 4.61
H -4.41 0.53 1.33
H 6.01 2.52 -3.93
H 6.79 0.30 -3.15
H -2.03 0.00 0.94
*
```